Density functional theory data (ωB97M-V/def2-TZVPD) for a single C4H9NO2 molecule in a non-equilibrium geometry.

XYZ file:
```
16
Properties=species:S:1:pos:R:3:forces:R:3
C 1.6245 0.9007 0.5361 0.04 0.64 0.16
C 0.2500 0.8434 -0.0791 -0.78 -0.19 -0.32
O 0.3087 0.9005 -1.4989 0.18 -0.05 -0.06
C -0.5679 -0.3942 0.3349 0.64 -0.21 -0.32
N -0.0547 -1.6120 -0.2604 0.06 0.52 -0.70
C -2.0363 -0.2088 -0.0354 -0.20 -0.73 1.34
O -2.7069 0.7210 0.3100 0.11 0.31 -0.40
H 2.0980 1.8312 0.2185 0.14 -0.13 -0.14
H 1.5832 0.9604 1.6236 -0.09 -0.23 0.08
H 2.2447 0.0570 0.2348 -0.04 -0.07 -0.01
H -0.3883 1.6870 0.1941 0.35 0.20 0.18
H 0.8732 0.1704 -1.7870 -0.10 -0.01 0.04
H -0.5050 -0.4613 1.4222 -0.27 -0.02 0.15
H 0.3564 -2.3397 0.2893 -0.24 -0.03 0.21
H -0.5736 -1.9177 -1.0712 0.18 -0.26 0.25
H -2.5061 -1.1382 -0.4315 0.01 0.24 -0.46
```
Positions in Å, forces in eV/Å.

The calculation puts the total energy at -9878.37549 eV. The LUMO energy is 0.745 eV. The value obtained for the energy above the lowest of the compared OMol25 structures with the same formula, charge and spin is 38.9 kcal per mole. The calculation puts the largest force on an atom at 0.02992 hartree/bohr. For the HOMO energy, the calculation gives -9.39 eV. As for the total charge: 0.